8
Properties=species:S:1:pos:R:3:forces:R:3 method="wB97M-V/def2-TZVPD" orbital_gap_ev=8.338 homo_ev=-8.97 total_energy_ha=-1471.102498 e_lumo_ev=-0.6 charge=0
C -1.611421 0.699585 -0.110886 2.9 -1.9 1.3
C 1.581032 0.136767 0.199706 -0.7 -0.1 0.8
O -1.577177 1.868245 -0.208065 -0.6 0.1 -0.2
S 1.934617 -1.505313 0.295668 -0.5 0.0 0.3
Cl -2.726304 -0.480085 -0.685985 -1.6 -0.1 -0.8
Cl 2.190461 0.916664 -1.131687 0.7 0.4 -0.9
H -0.811442 -0.023172 0.341755 -0.8 2.0 -0.3
H 1.020235 -1.612693 1.299491 0.6 -0.4 -0.2